97
Properties=species:S:1:pos:R:3:forces:R:3:mulliken_charge:R:1 method="wB97M-V/def2-TZVPD" gap_ev="4.75 / 4.38" e_lumo_ha="-0.1362 / -0.1522" homo_energy_ev="-8.5 / -8.5" total_charge=+1 multiplicity=1 e_tot_ev=-70585.6165 de_lowest_ev=0.324
Tl -1.2256 -0.3882 -2.3815 -0.9 0.1 1.3 0.952
P 3.4731 -1.4226 -3.6505 1.4 1.3 -1.1 1.198
P 1.1349 -0.2377 -5.3417 0.9 -0.3 -1.2 0.328
O -3.7367 -0.2566 0.0966 0.9 -0.6 0.7 -0.723
O 0.1511 -2.1999 1.5308 -0.5 0.0 -0.5 -0.714
N -2.0906 -2.6219 2.0082 2.0 -0.6 -0.6 -0.206
N -1.5832 -0.9500 0.5371 -0.2 -0.6 -0.2 -0.128
C 2.9963 -1.1362 0.7709 0.3 0.1 0.6 -0.819
C -6.8280 -3.0251 1.0701 0.3 -0.1 0.2 -0.829
C -1.1198 1.7524 3.7252 -0.3 -0.4 0.5 -0.279
C -3.2808 -1.8432 1.9873 -0.5 0.0 0.5 1.728
C 1.8740 2.5811 3.2299 0.4 -0.1 0.3 -1.533
C -4.5877 -2.6785 1.9506 0.0 0.4 -0.1 -0.359
C 2.2845 1.0758 -5.9777 -0.2 0.5 0.1 -1.023
C 3.5838 1.0861 -1.7346 0.7 0.6 -0.7 -1.097
C -4.4860 0.8115 4.3951 0.1 -0.2 -0.3 -0.746
C 0.8141 3.4226 1.0151 0.1 -1.0 1.2 0.787
C -0.8902 3.9359 -0.8670 0.0 0.0 -0.4 -1.777
C 0.5467 -0.8870 -6.9719 -0.2 0.0 0.1 -1.162
C -6.0274 -4.4103 2.8768 0.1 0.3 -0.2 -0.892
C -5.6141 -2.3232 1.0815 -0.4 -0.1 -0.1 -0.140
C -3.3641 -0.9893 3.2525 -0.2 0.2 0.2 -0.382
C -2.9281 -0.9208 0.7745 -0.2 0.4 -1.2 -0.203
C -4.2544 0.0876 3.2241 0.1 0.0 0.4 0.157
C 2.7515 -1.5526 -0.6560 -0.4 0.0 0.4 -0.799
C 4.1400 -3.1401 -3.6097 0.0 -0.5 1.0 -1.302
C 1.8792 -0.5760 -1.4679 -0.4 -0.2 -0.1 -0.290
C -7.0242 -4.1034 1.9391 0.1 0.2 -0.1 -0.380
C -4.8280 -3.6816 2.9003 -0.3 -0.1 -0.2 -0.237
C -0.5923 2.4340 2.5312 -2.8 0.7 -1.7 0.736
C 0.7615 2.7705 2.2786 1.1 1.4 -2.2 -0.227
C -1.0345 -1.9366 1.3583 -0.8 -0.2 0.5 -0.054
C -0.4935 3.4073 0.4567 0.7 0.4 0.7 0.640
C 2.4158 -1.5840 -5.1261 -0.7 -0.1 0.3 -1.246
C 4.4944 0.9790 0.5924 0.9 -0.7 0.0 -0.252
C 4.7230 0.7318 -0.9156 0.9 -0.1 0.1 -0.966
C -1.3777 2.8984 1.4413 1.0 -1.2 2.2 0.574
C -2.9220 -0.6055 5.5940 -0.1 0.0 -0.3 -0.848
C -2.8514 2.9372 1.4070 -0.8 -0.2 -0.1 -1.294
C -2.6591 -1.3192 4.4238 -0.3 0.2 -0.3 0.251
C 3.9044 -0.2579 1.2509 -0.6 0.2 0.6 -0.596
C 2.8065 0.1217 -2.4664 -2.3 -1.1 -0.7 0.675
C 2.0015 4.0748 0.4277 0.5 0.2 -0.3 -1.139
C 4.9345 -0.4810 -4.1417 0.4 -0.1 -0.5 -1.523
C -3.8558 0.4304 5.5854 -0.1 0.2 -0.1 -0.590
H 4.6801 -3.3539 -2.6777 -0.2 0.0 -0.2 0.397
H 2.8429 2.5401 2.7196 -0.1 0.0 0.1 0.305
H 4.6711 0.5623 -4.3654 0.1 -0.3 0.1 0.329
H -3.1987 3.8007 0.8187 0.0 -0.2 0.2 0.513
H 2.2762 -2.5494 -0.6324 0.1 0.5 0.1 0.591
H -5.4715 -1.4535 0.4416 -0.1 -0.4 0.0 0.425
H 3.7284 -1.6957 -1.1501 -0.5 0.0 0.1 0.383
H 3.0564 -1.6790 -6.0292 -0.2 0.2 0.6 0.648
H -5.1566 1.6702 4.3444 0.1 -0.3 0.3 0.416
H 4.9509 -0.3236 -1.1168 0.2 0.3 0.5 0.282
H 1.7480 1.6503 3.7972 0.1 0.2 -0.1 0.354
H -1.9026 -2.1147 4.4360 -0.4 0.4 0.0 0.264
H 1.8525 -2.5352 -5.0434 0.3 0.4 0.1 0.571
H 5.6210 1.2686 -1.2752 -0.3 0.1 0.3 0.443
H 1.9164 3.4058 3.9597 0.0 -0.2 -0.1 0.275
H -4.1134 -3.8699 3.7004 0.0 -0.1 -0.2 0.355
H -4.0977 0.9539 6.5083 0.2 0.0 -0.2 0.385
H -0.0622 3.8586 -1.5847 -0.1 0.1 0.1 0.381
H -7.6120 -2.7001 0.3823 0.2 -0.2 0.2 0.388
H 2.2869 0.6221 -3.3066 -0.1 -0.2 0.5 -0.049
H 2.7575 4.2559 1.2067 -0.1 0.0 -0.4 0.423
H -1.6000 2.4442 4.4361 0.1 -0.1 -0.2 0.384
H 4.8459 -3.2845 -4.4490 -0.4 0.5 0.3 0.440
H 1.7395 5.0467 -0.0246 0.2 -0.3 0.1 0.501
H -2.3837 -0.8709 6.5014 -0.2 0.1 -0.1 0.410
H -1.8790 1.0150 3.4298 0.3 0.3 0.2 -0.365
H 1.6815 1.6943 -6.6627 0.3 -0.1 0.3 0.466
H 1.0771 -1.1514 -1.9729 0.5 0.1 -0.1 -0.194
H 3.2239 2.1244 -1.6766 0.0 -0.5 -0.5 0.522
H -0.3289 1.2158 4.2625 -0.2 0.1 0.0 0.319
H 4.1987 -0.3390 2.3137 -0.9 0.3 -0.4 0.390
H 3.8493 1.8690 0.8044 0.4 -0.7 -0.3 -0.236
H -3.2467 3.0457 2.4282 0.0 0.0 -0.3 0.289
H 3.1627 0.7061 -6.5345 -0.4 -0.1 0.2 0.289
H 2.6336 1.7277 -5.1593 -0.1 -0.2 -0.4 0.220
H 1.3835 0.1991 -0.8477 0.2 -0.6 0.0 0.761
H -4.7454 0.3364 2.2729 0.2 -0.1 0.6 0.455
H 3.3368 -3.8831 -3.7329 0.2 0.4 0.2 0.431
H -7.9539 -4.6862 1.8875 0.5 0.3 0.2 0.373
H -1.1821 4.9976 -0.8041 0.0 -0.3 -0.1 0.304
H 1.3745 -1.1952 -7.6329 -0.3 0.2 0.3 0.364
H 5.6364 -0.4943 -3.2920 -0.2 0.0 -0.4 0.394
H -1.8396 -3.2600 2.7577 -0.2 0.4 -0.3 0.428
H -0.0966 -1.7581 -6.7837 0.1 0.2 -0.2 0.356
H -6.2074 -5.1975 3.6092 0.1 0.2 -0.2 0.377
H -3.2960 2.0255 0.9730 0.0 0.3 0.1 0.023
H 5.4080 -0.9488 -5.0156 0.0 0.2 0.2 0.533
H 2.2765 -1.6344 1.4349 1.0 -0.2 0.2 0.427
H 2.4585 3.4486 -0.3556 0.1 0.3 0.0 -0.263
H -1.7481 3.3800 -1.2739 0.1 0.2 0.1 0.407
H 5.4798 1.2114 1.0352 -0.4 -0.1 0.0 0.441
H -0.0476 -0.1069 -7.4670 0.1 -0.3 0.1 0.404